1.
{
  "formula": "C48H59As2HgN4OSi",
  "method": "ωB97M-V/def2-TZVPD",
  "elements": ["Hg", "C", "C", "As", "C", "C", "C", "C", "C", "C", "C", "C", "C", "C", "C", "C", "As", "C", "C", "C", "C", "C", "C", "C", "C", "C", "C", "C", "C", "H", "H", "H", "H", "H", "H", "H", "H", "H", "H", "H", "H", "H", "H", "H", "H", "H", "H", "H", "H", "H", "H", "H", "H", "C", "Si", "C", "C", "C", "C", "H", "H", "H", "H", "H", "H", "H", "H", "H", "C", "C", "N", "C", "C", "C", "C", "N", "H", "H", "H", "H", "H", "H", "H", "H", "H", "H", "H", "H", "H", "H", "C", "N", "N", "C", "O", "C", "C", "C", "C", "C", "C", "C", "C", "C", "H", "H", "H", "H", "H", "H", "H", "H", "H", "H", "H", "H"],
  "xyz": [[0.59827, -0.12374, 1.14426], [-1.62848, -3.81054, -0.89076], [-2.19535, -2.73586, -1.82315], [-1.72286, -0.92156, -1.13762], [-3.45156, -0.53038, -0.32053], [-4.49430, 0.16061, -0.92902], [-5.67668, 0.39914, -0.24089], [-5.83278, -0.05322, 1.06271], [-4.79362, -0.73186, 1.68249], [-3.60855, -0.95900, 0.99584], [-1.78911, 0.03806, -2.83259], [-2.71872, -0.22534, -3.83612], [-2.66298, 0.45661, -5.04434], [-1.66339, 1.39442, -5.26661], [-0.72152, 1.64972, -4.27966], [-0.78722, 0.97676, -3.06740], [0.35667, -3.75823, -0.94747], [0.80816, -4.26337, 0.88095], [1.99407, -4.95999, 1.11185], [2.41004, -5.24328, 2.40367], [1.65807, -4.81303, 3.48919], [0.48702, -4.10498, 3.27201], [0.06707, -3.83127, 1.97606], [0.57064, -5.50686, -1.81417], [0.80041, -5.50013, -3.18728], [0.86036, -6.68864, -3.90486], [0.69965, -7.89974, -3.24996], [0.47800, -7.91819, -1.87858], [0.41086, -6.72999, -1.16593], [-1.94733, -4.81112, -1.18416], [-1.98118, -3.64294, 0.12880], [-3.28081, -2.82071, -1.89798], [-1.77749, -2.84192, -2.82714], [-4.38231, 0.53636, -1.93843], [-6.48043, 0.93928, -0.72634], [-6.75882, 0.12735, 1.59412], [-4.90167, -1.07526, 2.70390], [-2.78425, -1.45743, 1.49748], [-3.48753, -0.97417, -3.68245], [-3.39654, 0.25254, -5.81438], [-1.61963, 1.92465, -6.20987], [0.06228, 2.37660, -4.45185], [-0.07586, 1.19882, -2.28033], [2.58762, -5.30106, 0.27014], [3.32174, -5.80349, 2.56698], [1.98730, -5.02520, 4.49842], [-0.10456, -3.76347, 4.11200], [-0.84561, -3.26820, 1.83001], [0.93576, -4.55439, -3.70188], [1.03651, -6.66755, -4.97298], [0.74969, -8.82835, -3.80404], [0.35123, -8.86227, -1.36337], [0.23322, -6.75486, -0.09738], [1.58788, 5.88304, 2.05641], [2.62651, 4.40842, 2.54929], [4.28005, 4.45085, 1.67591], [2.87370, 4.38967, 4.40282], [1.77448, 2.87651, 2.04007], [1.25548, 1.86291, 1.60449], [2.01024, 6.81979, 2.42780], [0.57529, 5.78505, 2.45314], [1.51174, 5.95058, 0.96940], [4.85001, 5.35417, 1.90583], [4.13127, 4.40696, 0.59513], [4.88167, 3.58563, 1.96255], [3.35171, 5.30617, 4.75682], [3.49992, 3.54546, 4.69841], [1.91543, 4.28792, 4.91626], [4.36516, 0.29941, 2.09502], [4.22724, -1.14040, 1.62098], [4.71527, -1.30988, 0.25644], [6.10815, -1.69735, 0.10826], [6.33290, -3.20422, 0.18371], [3.85666, -1.18805, -0.79387], [4.43442, -1.40546, -2.17287], [2.62582, -0.87228, -0.60583], [3.97703, 0.41101, 3.10863], [3.78895, 0.96084, 1.44858], [5.41136, 0.61577, 2.08640], [3.18348, -1.45170, 1.65120], [4.79029, -1.82102, 2.26405], [6.66597, -1.20835, 0.90986], [6.50604, -1.30767, -0.82701], [5.95926, -3.59614, 1.12899], [7.39592, -3.44016, 0.11155], [5.80894, -3.71876, -0.62338], [5.20832, -0.66844, -2.39038], [3.64447, -1.30479, -2.91299], [4.87412, -2.39900, -2.27122], [2.12765, -0.82228, -1.48628], [-4.84142, 4.40607, 1.69825], [-3.45805, 3.96345, 1.65166], [-3.02964, 3.42072, 0.44124], [-2.13412, 2.37143, 0.69058], [-1.53566, 1.77324, -0.19165], [-2.11817, 2.22927, 2.12618], [-2.93968, 3.16728, 2.64529], [-3.31624, 3.41237, 4.06492], [-2.99511, 4.22921, -0.71873], [-3.01650, 3.61587, -1.96738], [-2.96969, 4.39907, -3.10954], [-2.91909, 5.78350, -3.01819], [-2.89573, 6.38615, -1.76932], [-2.92394, 5.61441, -0.61730], [-5.05660, 4.99575, 0.81143], [-4.97989, 5.03395, 2.57571], [-5.53662, 3.56076, 1.73849], [-1.50867, 1.51957, 2.65804], [-2.64356, 2.86189, 4.71806], [-4.33774, 3.08305, 4.26704], [-3.24653, 4.47331, 4.30627], [-3.04886, 2.53850, -2.03527], [-2.97609, 3.91463, -4.07750], [-2.89403, 6.38871, -3.91484], [-2.83743, 7.46378, -1.68647], [-2.86727, 6.08050, 0.35748]],
  "forces_ev_per_a": [[-0.0148, -0.1230, -0.0665], [-0.0909, 0.2030, 0.0156], [0.0659, -0.0827, 0.1036], [0.0271, -0.2216, -0.1812], [0.0297, 0.0412, 0.0883], [0.0501, 0.0440, 0.0056], [-0.0018, -0.0024, 0.0060], [0.0053, 0.0088, -0.0010], [-0.0123, 0.0003, -0.0062], [0.0064, -0.0124, -0.0007], [0.0283, 0.0238, 0.0013], [0.0217, -0.0373, 0.0094], [-0.0078, 0.0141, -0.0019], [-0.0056, 0.0004, 0.0021], [-0.0039, -0.0107, -0.0148], [-0.0500, 0.0346, 0.0477], [-0.0232, -0.0735, -0.0586], [0.0677, 0.0241, 0.0437], [-0.0362, -0.0144, -0.0299], [0.0272, 0.0137, 0.0162], [0.0072, 0.0071, -0.0015], [-0.0078, -0.0130, -0.0161], [-0.0195, -0.0108, 0.0008], [-0.0210, 0.0308, -0.0216], [0.0356, 0.0053, 0.0179], [0.0050, -0.0094, 0.0011], [0.0089, 0.0005, -0.0001], [0.0011, 0.0031, 0.0059], [-0.0172, 0.0174, -0.0092], [0.0001, -0.0035, -0.0070], [0.0624, -0.0355, 0.0172], [-0.0124, 0.0119, -0.0339], [-0.0033, 0.0592, -0.0020], [-0.0133, -0.0296, -0.0174], [0.0061, 0.0078, -0.0054], [-0.0003, 0.0029, 0.0013], [0.0103, -0.0033, 0.0007], [-0.0142, 0.0005, 0.0103], [-0.0167, 0.0149, 0.0063], [0.0020, -0.0098, -0.0004], [0.0102, -0.0074, -0.0053], [-0.0107, 0.0146, 0.0163], [0.0066, 0.0228, -0.0211], [0.0200, 0.0038, 0.0260], [0.0349, 0.0066, -0.0149], [-0.0074, -0.0161, -0.0043], [0.0004, 0.0201, -0.0057], [0.0099, 0.0248, 0.0087], [-0.0005, -0.0121, -0.0033], [0.0003, 0.0033, 0.0000], [-0.0022, 0.0003, -0.0009], [0.0049, 0.0008, 0.0010], [-0.0117, -0.0061, -0.0007], [-0.0245, 0.0552, -0.0140], [-0.0363, -0.0929, -0.0400], [0.0500, 0.0371, -0.0125], [0.0077, 0.0122, 0.0655], [-0.0838, 0.0486, -0.0752], [0.1009, 0.0055, 0.1060], [0.0152, -0.0055, -0.0037], [-0.0050, -0.0028, 0.0104], [-0.0114, -0.0084, -0.0028], [-0.0137, 0.0023, 0.0167], [0.0052, 0.0016, -0.0005], [-0.0002, -0.0006, 0.0014], [0.0058, 0.0034, -0.0168], [-0.0066, -0.0058, -0.0031], [-0.0009, 0.0018, 0.0001], [-0.0065, -0.0325, -0.0398], [-0.0208, 0.0765, -0.0507], [-0.0540, -0.1679, -0.0330], [-0.0182, -0.0387, 0.0005], [-0.0493, 0.0297, -0.0064], [0.1312, 0.1202, -0.0282], [-0.0341, -0.0400, 0.0098], [-0.2027, 0.1222, 0.1625], [0.0117, 0.0093, 0.0065], [0.0350, 0.0007, 0.0321], [0.0035, -0.0096, 0.0101], [-0.0110, -0.0446, 0.0154], [0.0010, -0.0111, -0.0002], [0.0131, 0.0409, -0.0287], [0.0191, 0.0294, 0.0233], [-0.0167, -0.0515, 0.0391], [-0.0063, -0.0005, -0.0011], [0.0140, -0.0059, 0.0150], [-0.0157, -0.0021, -0.0261], [0.0030, -0.0026, -0.0014], [0.0195, 0.0281, -0.0010], [0.0135, -0.0940, -0.0306], [-0.1222, -0.1628, 0.0089], [0.1615, 0.4071, -0.0479], [-0.0730, -0.1909, -0.0384], [-0.1139, -0.0630, -0.0924], [0.1235, 0.1175, 0.0060], [-0.0731, -0.0187, 0.0747], [0.1015, -0.0968, 0.0594], [-0.0044, -0.0154, -0.0287], [0.0252, -0.0125, 0.0030], [-0.0174, 0.0182, 0.0024], [0.0000, 0.0040, -0.0062], [-0.0077, -0.0060, 0.0008], [0.0065, -0.0039, -0.0036], [0.0180, 0.0213, -0.0021], [0.0157, 0.0407, 0.0091], [0.0022, -0.0019, -0.0012], [0.0077, -0.0112, -0.0280], [0.0034, 0.0444, 0.0197], [-0.0121, -0.0148, 0.0049], [-0.0012, 0.0049, -0.0049], [-0.0010, 0.0038, 0.0195], [-0.0053, 0.0069, 0.0139], [0.0004, 0.0029, -0.0008], [0.0072, -0.0001, -0.0014], [-0.0095, 0.0020, 0.0035], [-0.0145, -0.0151, 0.0097]],
  "multiplicity": 2,
  "lumo_energy_ev": [0.65, -0.05],
  "orbital_gap_ev": [6.67, 7.83],
  "e_tot_ha": -7073.09455
}

---

2.
{
  "formula": "F6H12N3Na5O18S6",
  "method": "ωB97M-V/def2-TZVPD",
  "elements": ["Na", "Na", "Na", "Na", "Na", "N", "S", "O", "O", "F", "S", "O", "O", "F", "N", "S", "O", "O", "F", "S", "O", "O", "F", "N", "S", "O", "O", "F", "S", "O", "O", "F", "O", "H", "H", "O", "H", "H", "O", "H", "H", "O", "H", "H", "O", "H", "H", "O", "H", "H"],
  "xyz": [[-2.27706, -1.94183, -1.27415], [2.01676, -5.01474, 0.15871], [2.42372, 3.39911, -1.20337], [-2.28051, 0.60279, 0.68132], [2.49412, -2.83949, -4.06781], [0.01815, -0.66169, 6.91792], [-0.57033, -2.23589, 7.39452], [0.50099, -3.07314, 7.94730], [-1.55325, -2.83000, 6.53743], [-1.38288, -1.85375, 8.74822], [0.72887, -1.20125, 5.69288], [-0.07202, -1.62204, 4.50792], [2.06080, -1.74574, 5.85044], [1.11498, 0.26390, 5.21402], [1.25674, 4.39169, -2.99635], [0.23107, 3.67043, -3.76372], [-0.03850, 4.13991, -5.11710], [-0.84159, 3.04675, -2.96648], [1.22108, 2.39516, -4.07321], [0.10714, 5.60926, -2.62251], [-0.52596, 5.35203, -1.35038], [-0.55826, 6.38149, -3.66917], [1.21909, 6.59485, -2.07904], [-0.51984, -0.79173, -0.33872], [0.64591, -1.37193, 0.45224], [1.62536, -0.43718, 1.01327], [0.98832, -2.76490, 0.14389], [-0.27746, -1.60402, 1.69349], [0.47931, -0.13339, -1.52389], [1.29672, -1.07772, -2.28160], [1.00083, 1.20666, -1.21673], [-0.65503, 0.09258, -2.63428], [-1.52489, 0.55107, 2.97439], [-0.88366, -0.15923, 2.99745], [-1.85572, 0.60491, 3.87099], [3.55435, 1.48914, 0.51235], [2.84659, 0.85209, 0.41502], [4.31581, 1.06404, 0.11776], [-3.09778, -1.80320, 3.69663], [-3.26765, -1.25822, 4.46499], [-2.24619, -2.20424, 3.87038], [-2.82661, -0.77663, -5.23964], [-2.07896, -0.17894, -5.23642], [-2.54467, -1.51072, -5.78541], [1.26495, -0.45851, -5.17314], [0.73031, -1.24672, -5.26860], [0.79461, 0.21196, -5.66860], [-1.14742, -2.91986, -3.09260], [-1.55204, -3.56317, -3.67455], [-0.35814, -2.63988, -3.55614]],
  "forces_ev_per_a": [[-0.0470, -0.6458, -0.7713], [-0.1609, 0.4598, 0.1249], [-0.0739, -0.2474, 0.2314], [0.2219, 0.5954, 1.1288], [0.0699, 0.3512, 0.0589], [-3.2388, -3.7857, 2.7517], [0.7849, -0.9334, 4.3206], [-1.9117, 1.5516, -1.4988], [0.2539, 0.6615, 0.1802], [0.5169, 0.3776, -1.5341], [4.0474, 2.1459, -5.6664], [0.8425, -0.1205, 1.7193], [-1.6992, -0.7026, -0.1800], [0.1280, 0.8843, -0.6443], [0.5235, 4.6647, 2.6200], [-3.4678, -7.8402, -6.5980], [-0.0918, -0.8035, 2.2973], [1.3194, 1.0964, -1.4399], [-0.3241, -0.2120, 0.1624], [0.4033, 5.5885, 3.3595], [-0.2742, -0.7660, -1.4399], [1.3543, -2.3875, 1.8093], [0.6254, 0.3085, -0.6326], [-0.0396, 2.4588, -4.1958], [2.9165, -3.3126, 7.2854], [-1.2808, -1.8790, -1.9801], [0.3226, 1.5369, -0.4511], [-0.2485, -0.5131, 0.7321], [0.5015, 3.3280, -4.4722], [-0.4213, 0.4572, 1.8724], [-1.3635, -2.9393, -0.2613], [-0.1007, 0.1609, 1.3105], [-0.2470, 0.6377, -1.2158], [0.4024, -0.3936, 0.6100], [-0.0423, 0.0352, 0.2237], [0.0381, 0.8676, -0.5520], [-0.3083, -0.3116, 0.2469], [0.3576, -0.0782, 0.0420], [-0.4332, 0.0158, -0.7261], [-0.0460, -0.0977, 0.3487], [0.4818, -0.1414, 0.4564], [-0.0812, -0.1744, 0.3752], [0.1235, 0.3826, -0.0126], [-0.0690, -0.1702, -0.2865], [0.3914, -0.4180, 0.3018], [-0.4030, -0.1883, -0.2188], [0.0177, 0.5195, -0.2029], [-0.7032, -0.0504, 0.7662], [-0.2377, -0.3073, -0.2299], [0.6703, 0.3341, -0.1248]],
  "multiplicity": 2,
  "lumo_energy_ev": [-5.10, -5.16],
  "orbital_gap_ev": [3.34, 5.77],
  "e_tot_ha": -5325.30299,
  "charge": 1
}

---

3.
{
  "formula": "C3H9N3",
  "method": "ωB97M-V/def2-TZVPD",
  "elements": ["C", "C", "N", "C", "N", "N", "H", "H", "H", "H", "H", "H", "H", "H", "H"],
  "xyz": [[-1.46852, 2.29578, 0.38827], [-0.95852, 0.90042, -0.28536], [0.38085, 0.45732, 0.10742], [0.76162, -0.90414, 0.03153], [0.02268, -1.58010, -0.96931], [1.65917, -1.36591, 0.88943], [-1.90806, 2.17056, 1.32521], [-0.79740, 3.13969, 0.55200], [-2.21796, 2.71398, -0.32249], [-1.01997, 1.09990, -1.33138], [-1.67214, 0.04746, 0.00026], [0.96290, 1.04414, 0.76113], [0.29291, -1.53230, -1.97407], [-0.06607, -2.62720, -0.84567], [1.97931, -2.38778, 0.83559]],
  "forces_ev_per_a": [[0.4124, -0.7733, -2.3208], [-0.9039, 0.6462, 2.1419], [1.4812, -0.2198, 0.6840], [1.5837, 0.0534, 1.5593], [-0.2302, -2.7049, -0.9841], [-1.4045, -0.3701, -1.3530], [-0.9502, -0.6115, 1.4943], [0.8211, -0.4559, -0.4360], [0.2570, -0.4458, 0.6005], [0.0284, -0.2642, -0.8673], [0.7065, 1.5151, -0.5878], [-1.1609, -1.1809, -1.0493], [-0.0008, 0.9530, 1.2862], [0.3871, 1.7947, 0.4864], [-1.0267, 2.0640, -0.6542]],
  "multiplicity": 1,
  "lumo_energy_ev": 0.93,
  "smiles": "[H]/N=C(\\N)NCC",
  "orbital_gap_ev": 9.38,
  "e_tot_ha": -283.93783
}